Entry 1:
Here is one molecule with the formula C27H29N3O4 from the Open Molecules 2025 dataset. Energies are from ωB97M-V with the def2-TZVPD basis set.

For the LUMO energy, the calculation gives 0.80 eV. The orbital gap comes out at 8.87 eV. For the relative energy (zero: lowest compared OMol25 entry of this formula, charge and spin), the calculation gives 1.792 eV. As for the SMILES: CC(C)Oc1ccc(CNC(=O)CCCN2C(=O)[C@H](c3ccccc3)Oc3cccnc32)cc1. The value obtained for the energy is -41131.6151 eV.

Cartesian coordinates (Å):
1 O 2.954 -2.242 -1.107
2 O 0.977 0.701 -1.663
3 O -5.309 -0.510 -0.281
4 O 2.143 1.196 1.446
5 N 3.186 0.538 -1.239
6 N 5.388 0.377 -0.520
7 N 0.199 2.333 1.317
8 C 1.495 2.125 1.009
9 C -0.577 1.437 2.143
10 C -5.493 -0.687 -1.678
11 C 1.057 -1.869 2.654
12 C -5.777 0.649 -2.367
13 C 2.077 3.220 0.124
14 C 6.425 -0.353 -0.134
15 C -4.097 0.167 1.588
16 C -0.320 -1.957 0.260
17 C 1.766 -1.467 -1.053
18 C -6.671 -1.645 -1.833
19 C 3.443 1.924 -1.592
20 C 1.935 0.029 -1.333
21 C 6.381 -1.730 -0.023
22 C 5.196 -2.384 -0.333
23 C -0.990 -2.182 1.449
24 C 1.040 -1.678 0.262
25 C -1.824 0.946 1.458
26 C -1.863 0.760 0.085
27 C -4.137 -0.018 0.204
28 C 4.254 -0.236 -0.800
29 C 3.470 2.873 -0.395
30 C -2.959 0.645 2.201
31 C 4.102 -1.630 -0.727
32 C 1.728 -1.634 1.467
33 C -0.301 -2.141 2.649
34 C -3.005 0.289 -0.542
35 H 2.783 -1.413 1.486
36 H -4.979 -0.075 2.161
37 H 1.397 3.404 -0.709
38 H -0.988 0.966 -0.513
39 H -2.985 0.161 -1.613
40 H 4.050 2.410 0.404
41 H 5.107 -3.458 -0.288
42 H 1.133 -1.856 -1.863
43 H -6.454 -2.585 -1.333
44 H 0.080 0.594 2.382
45 H -2.949 0.781 3.272
46 H 3.976 3.787 -0.707
47 H -2.049 -2.389 1.437
48 H 2.128 4.128 0.731
49 H -6.685 1.085 -1.957
50 H 1.599 -1.833 3.587
51 H -4.597 -1.151 -2.115
52 H -0.300 3.089 0.876
53 H -4.959 1.347 -2.209
54 H -0.857 -1.994 -0.676
55 H -0.845 1.941 3.081
56 H 7.324 0.207 0.083
57 H 2.661 2.222 -2.296
58 H 4.417 1.942 -2.085
59 H -5.908 0.496 -3.435
60 H 7.249 -2.288 0.291
61 H -6.862 -1.836 -2.885
62 H -0.822 -2.321 3.577
63 H -7.558 -1.210 -1.381

***

Entry 2:
Here is C27H29N7O3RhSSe as an isolated structure from the Open Molecules 2025 dataset. Energies are from ωB97M-V with the def2-TZVPD basis set.

For the LUMO energy (spin up / spin down), the calculation gives -5.64 / -5.38 eV. The orbital gap (spin up / spin down) comes out at 5.19 / 5.45 eV. The net charge is +1. For the relative energy (zero: lowest compared OMol25 entry of this formula, charge and spin), the calculation gives 2.534 eV. The value obtained for the energy is -124224.4763 eV.

Cartesian coordinates (Å):
1 Rh -0.513 -0.548 -1.258
2 Se -0.765 -3.463 -2.705
3 S -3.182 -1.002 -2.071
4 O -2.586 -0.498 -0.790
5 O -4.220 -0.167 -2.574
6 O -2.025 -1.196 -2.989
7 N -0.573 1.402 -1.615
8 N -0.485 -2.554 -1.126
9 N -0.547 -4.995 -1.912
10 N -0.723 0.196 1.293
11 N -1.870 -0.410 1.785
12 N 6.391 7.039 -1.133
13 N 1.431 -0.478 -1.548
14 C 3.588 0.204 -1.323
15 C 3.823 3.116 -2.204
16 C 2.791 3.062 -1.265
17 C 2.248 -1.532 -1.703
18 C 4.658 5.131 -1.200
19 C -3.861 -2.604 -1.674
20 C 0.109 -3.170 1.160
21 C -1.323 -0.932 4.101
22 C -0.044 3.603 -1.873
23 C -2.356 1.289 3.530
24 C -1.356 3.425 -2.242
25 C -3.691 -0.811 3.273
26 C -0.223 -3.454 -0.179
27 C 3.628 5.089 -0.262
28 C 4.745 4.143 -2.180
29 C 2.699 4.067 -0.304
30 C 1.796 1.973 -1.317
31 C -0.135 -5.872 0.314
32 C 2.244 0.639 -1.354
33 C 0.457 2.323 -1.511
34 C 3.585 -1.158 -1.559
35 C 5.616 6.191 -1.164
36 C -1.639 2.056 -2.090
37 C 0.293 -4.214 2.027
38 C 0.158 -5.560 1.613
39 C -0.304 -4.826 -0.618
40 C -2.297 -0.203 3.175
41 H 4.444 0.827 -1.135
42 H 3.872 2.365 -2.980
43 H 4.429 -1.823 -1.617
44 H -2.604 -0.379 1.095
45 H -2.053 4.166 -2.594
46 H -4.393 -0.279 2.630
47 H 0.555 -4.003 3.055
48 H -2.771 1.404 4.531
49 H 3.566 5.856 0.497
50 H -3.195 -3.096 -0.970
51 H 5.533 4.189 -2.919
52 H -4.844 -2.458 -1.237
53 H 1.906 4.033 0.432
54 H -1.197 -1.961 3.764
55 H -1.364 1.745 3.527
56 H 0.224 -2.142 1.467
57 H -1.705 -0.945 5.121
58 H 0.032 0.126 1.967
59 H -2.568 1.559 -2.313
60 H -3.939 -3.169 -2.599
61 H -0.857 1.167 1.011
62 H -0.240 -6.894 -0.019
63 H -0.347 -0.442 4.122
64 H -4.057 -0.749 4.297
65 H 0.289 -6.353 2.335
66 H -2.997 1.829 2.832
67 H 1.884 -2.521 -1.921
68 H 0.531 4.512 -1.888
69 H -3.675 -1.862 2.982

***

Entry 3:
Here is C27H29N7OTc as an isolated structure from the Open Molecules 2025 dataset. Energies are from ωB97M-V with the def2-TZVPD basis set.

For the LUMO energy (spin up / spin down), the calculation gives -10.86 / -14.81 eV. The orbital gap (spin up / spin down) comes out at 9.36 / 5.13 eV. The net charge is +4. For the relative energy (zero: lowest compared OMol25 entry of this formula, charge and spin), the calculation gives 0.000 eV. The value obtained for the energy is -43108.7342 eV. Its expectation value of S² is 3.78. Its multiplicity is 4.

Cartesian coordinates (Å):
1 Tc 0.656 -0.762 0.071
2 O -0.158 1.266 -0.110
3 N -0.972 -1.855 -0.717
4 N -0.663 4.055 -2.950
5 N -0.178 -1.185 1.969
6 N 2.526 -0.420 1.017
7 N -1.670 2.935 -0.369
8 N 2.109 -0.271 -2.822
9 N 1.358 -2.729 0.277
10 C -1.648 -4.029 -1.424
11 C 0.782 -3.499 -0.871
12 C -0.675 -3.142 -1.014
13 C -1.925 3.792 -2.634
14 C -0.490 -2.895 3.605
15 C -0.680 2.323 0.300
16 C 2.920 0.693 1.659
17 C 3.337 -1.506 1.022
18 C -2.813 5.569 -4.044
19 C -0.438 5.041 -3.795
20 C -1.274 -2.044 4.365
21 C -2.161 2.613 -1.700
22 C 2.851 -2.676 0.207
23 C 0.928 -3.329 1.591
24 C -2.962 -3.586 -1.529
25 C -1.492 5.817 -4.404
26 C -2.246 -1.435 -0.794
27 C -3.035 4.561 -3.136
28 C 4.124 0.768 2.329
29 C -3.265 -2.271 -1.200
30 C 1.595 -0.449 -1.810
31 C 4.950 -0.347 2.346
32 C 4.547 -1.502 1.683
33 C -0.196 3.019 1.534
34 C -1.508 -0.752 3.907
35 C -0.950 -0.366 2.710
36 C 0.046 -2.434 2.414
37 H -3.741 -4.265 -1.850
38 H 2.241 1.535 1.618
39 H 2.558 -0.118 -3.713
40 H 1.821 -3.566 2.172
41 H 5.897 -0.322 2.869
42 H 0.575 3.736 1.241
43 H 3.286 -3.618 0.543
44 H -0.989 3.573 2.036
45 H 0.232 2.310 2.239
46 H 4.404 1.684 2.829
47 H -1.113 0.623 2.310
48 H -3.224 2.377 -1.662
49 H -2.428 -0.408 -0.503
50 H 0.424 -4.278 1.403
51 H 5.171 -2.386 1.677
52 H -0.292 -3.907 3.934
53 H -1.223 6.604 -5.100
54 H 1.321 -3.202 -1.773
55 H 0.595 5.294 -4.012
56 H -3.627 6.145 -4.465
57 H -1.614 1.749 -2.080
58 H -2.117 -0.059 4.470
59 H -4.281 -1.903 -1.248
60 H -2.148 3.672 0.131
61 H -1.701 -2.382 5.300
62 H -4.040 4.301 -2.825
63 H 0.931 -4.570 -0.732
64 H -1.387 -5.054 -1.654
65 H 3.136 -2.534 -0.838

***

Entry 4:
Here is a 5-piece molecular cluster, C27H29O5PS overall from the Open Molecules 2025 dataset. Energies are from ωB97M-V with the def2-TZVPD basis set.

For the LUMO energy, the calculation gives 0.13 eV. The orbital gap comes out at 9.36 eV. For the relative energy (zero: lowest compared OMol25 entry of this formula, charge and spin), the calculation gives 0.000 eV. As for the SMILES: C=COC(=O)OP(O)(O)=S.c1ccccc1.c1ccccc1.c1ccccc1.c1ccccc1. The value obtained for the energy is -58831.5463 eV.

Cartesian coordinates (Å):
1 S -2.887 -4.795 -0.027
2 P -4.002 -3.475 0.818
3 O -4.130 -3.862 2.407
4 O -3.582 -1.890 0.549
5 O -5.517 -3.639 0.189
6 O -1.178 -2.136 0.428
7 O -2.172 -0.717 1.779
8 C 1.660 0.150 -5.719
9 C -8.826 -0.563 3.975
10 C 0.705 -3.351 1.050
11 C 2.711 0.203 -6.626
12 C 1.363 3.272 0.222
13 C -7.052 -1.567 2.088
14 C 7.514 1.369 0.799
15 C -2.298 -1.561 0.967
16 C 7.208 2.037 -1.492
17 C 1.752 0.827 -4.509
18 C 1.165 1.419 2.283
19 C -8.393 -1.925 2.039
20 C 2.336 3.228 1.213
21 C 5.831 2.031 -1.308
22 C 0.193 1.460 1.291
23 C 5.295 1.688 -0.074
24 C 3.858 0.924 -6.319
25 C -6.596 -0.713 3.085
26 C 3.951 1.598 -5.108
27 C -7.484 -0.213 4.030
28 C 6.137 1.359 0.980
29 C 8.050 1.703 -0.439
30 C 2.896 1.553 -4.204
31 C -9.280 -1.421 2.981
32 C -0.468 -2.862 1.411
33 C 2.235 2.305 2.246
34 C 0.290 2.389 0.263
35 H -0.863 -3.036 2.424
36 H 1.440 3.995 -0.582
37 H -0.639 0.767 1.320
38 H 0.769 -0.418 -5.955
39 H -9.519 -0.168 4.708
40 H 2.966 2.083 -3.262
41 H 1.074 -3.134 0.032
42 H 4.846 2.159 -4.869
43 H -5.548 -0.438 3.126
44 H 7.625 2.303 -2.456
45 H -6.363 -1.954 1.350
46 H 2.991 2.275 3.022
47 H -7.128 0.452 4.808
48 H -10.327 -1.697 2.941
49 H 9.123 1.705 -0.582
50 H 5.719 1.094 1.945
51 H 3.174 3.914 1.180
52 H -5.527 -4.581 -0.068
53 H 4.221 1.678 0.066
54 H 5.173 2.292 -2.129
55 H 1.311 -3.985 1.713
56 H 2.637 -0.320 -7.572
57 H -4.044 -3.052 2.949
58 H 0.931 0.789 -3.803
59 H 1.088 0.695 3.086
60 H -0.470 2.425 -0.509
61 H -8.746 -2.596 1.265
62 H 4.679 0.961 -7.025
63 H 8.171 1.114 1.622